Entry 1:
ORCA calculation (ωB97M-V/def2-TZVPD) on a molecular structure, C24H13Br2FeI2N7O2 in a non-equilibrium geometry.

Positions of all 51 atoms, in Å:
Fe 0.80375 -0.61213 -0.54836
N 2.53358 2.72644 1.09167
C 1.39084 2.19546 0.63197
N 1.55844 0.90053 0.51014
C 2.84585 0.69136 0.89626
N 3.47772 1.78049 1.26049
C 3.36840 -0.67228 0.81279
C 4.52735 -1.11811 1.42685
N 4.93004 -2.37921 1.31228
C 4.17959 -3.18606 0.57386
C 3.01585 -2.75256 -0.05293
N 2.60957 -1.49861 0.07579
H 2.74322 3.68868 1.29666
H 0.49525 2.74679 0.39851
H 5.13314 -0.44374 2.01921
H 4.50283 -4.21471 0.47746
H 2.41447 -3.40452 -0.67367
Br -3.21258 0.90461 -3.06525
C -1.44633 0.58960 -3.65195
C -1.17861 0.56527 -5.02581
C 0.08780 0.35529 -5.49583
Br 0.38884 0.33179 -7.36976
C 1.16244 0.15568 -4.59842
C 2.50865 -0.04492 -4.97010
C 3.46079 -0.21322 -4.00471
C 3.07519 -0.20998 -2.65568
N 1.83348 -0.03977 -2.27141
C 0.87308 0.16057 -3.21697
C -0.45495 0.39084 -2.69771
O -0.62000 0.43125 -1.42614
H -1.99503 0.71444 -5.71889
H 2.77287 -0.05844 -6.01864
H 4.50058 -0.35889 -4.26114
H 3.81824 -0.35429 -1.87959
I -0.13967 -4.89572 -3.22120
C -0.34883 -4.45965 -1.19978
C -0.71015 -5.45982 -0.28867
C -0.83038 -5.20911 1.05352
I -1.32963 -6.78366 2.33395
C -0.59461 -3.90504 1.55369
C -0.68316 -3.51121 2.90811
C -0.43027 -2.21692 3.26281
C -0.07921 -1.28606 2.27195
N 0.01723 -1.61583 1.00655
C -0.23856 -2.90043 0.62701
C -0.08828 -3.15584 -0.78753
O 0.28988 -2.20096 -1.55700
H -0.89127 -6.45832 -0.66426
H -0.95114 -4.24468 3.65682
H -0.49985 -1.89768 4.29317
H 0.12028 -0.25090 2.52004

M	900.88	g/mol
electronic energy	-8463.392309	hartree
orbital gap (alpha / beta)	0.228 / 0.228	Ha
LUMO level (alpha / beta)	-0.9 / -0.9	eV

---

Entry 2:
ORCA calculation (ωB97M-V/def2-TZVPD) on a single CH4N4 molecule in a non-equilibrium geometry.

Positions of all 9 atoms, in Å:
C 0.76189 0.17499 -0.46645
N 1.66617 -0.42428 0.56558
N 0.96204 -0.87837 1.50648
N -0.36061 -0.63040 1.27966
N -0.59212 -0.43184 -0.16539
H 0.64493 1.24987 -0.47165
H 0.95270 -0.14574 -1.52267
H -1.16163 -1.07888 1.80888
H -1.45028 0.08023 -0.29578

SMILES	C1N=NNN1
M	72.07	g/mol
electronic energy	-259.410196	hartree
orbital gap	0.348	Ha
LUMO level	1.1	eV

---

Entry 3:
ORCA calculation (ωB97M-V/def2-TZVPD) on a molecular structure, C47H48AsBiN4O3S3Se2 in a non-equilibrium geometry.

Positions of all 109 atoms, in Å:
Bi 1.02617 1.22086 0.85588
S -1.36524 0.35576 0.65128
C -1.93048 0.71793 -0.92704
C -3.28562 1.11453 -1.01007
C -3.94148 1.29514 -2.25032
C -3.20347 1.11663 -3.42501
C -1.85460 0.75054 -3.38266
C -1.21968 0.54675 -2.15070
As 0.67584 0.01633 -2.08230
C 1.16347 0.45150 -3.94230
C 1.43349 -0.53808 -4.90682
C 1.79889 -0.14441 -6.19539
C 1.88487 1.21176 -6.54935
C 1.60952 2.18326 -5.57588
C 1.25319 1.80834 -4.27476
C 0.47324 -1.91991 -2.32134
C -0.73367 -2.52829 -2.67271
C -0.76894 -3.92808 -2.80190
C 0.37258 -4.71567 -2.57181
C 1.57079 -4.07105 -2.21855
C 1.62662 -2.67769 -2.10934
H -3.81539 1.25793 -0.05923
H -4.99612 1.60125 -2.28290
H -3.66211 1.24081 -4.41259
H -1.31272 0.59580 -4.32065
H 1.35570 -1.60344 -4.65837
H 2.02085 -0.92583 -6.92646
H 2.12590 1.51344 -7.57798
H 1.68262 3.25429 -5.80908
H 1.02302 2.56869 -3.51080
H -1.62378 -1.93445 -2.86048
H -1.72368 -4.38814 -3.04432
H 0.32913 -5.81358 -2.67539
H 2.48239 -4.65242 -2.04014
H 2.56274 -2.16253 -1.85542
O 4.82571 4.24823 0.99120
C 3.58232 4.09000 0.27900
C 2.46025 4.69175 1.18830
C 2.88326 6.14186 1.52849
O 1.94922 6.77329 2.42329
C 1.15803 4.79671 0.36098
Se 0.78203 3.24601 -0.87270
C 2.31803 3.87921 2.48080
Se 0.58176 2.95481 2.81108
H 5.59731 3.89497 0.52417
H 3.37209 3.03328 0.04693
H 3.56742 4.66513 -0.68235
H 3.02568 6.71788 0.58791
H 3.85880 6.13979 2.05515
H 1.08491 6.92941 2.00395
H 1.27149 5.59926 -0.39329
H 0.24200 4.93772 0.97774
H 2.31421 4.55725 3.34737
H 3.15285 3.16403 2.60796
S 0.60659 -0.52972 3.43209
C -0.75737 -1.50128 3.13816
N -1.87053 -1.42727 3.91141
C -3.00391 -2.31622 3.62905
C -3.18845 -2.40304 2.12426
N -1.93409 -2.95025 1.57231
C -1.90524 -3.77342 0.37391
C -3.22213 -4.44832 0.10653
C -3.46565 -5.74659 0.58614
C -4.66897 -6.38105 0.28061
C -5.63627 -5.71857 -0.47977
C -5.40150 -4.41429 -0.93247
C -4.20791 -3.77603 -0.64610
C -0.73005 -2.42536 2.01198
S 0.71898 -2.82773 1.25581
C -2.05234 -0.41458 4.95101
C -2.99139 0.65196 4.42906
C -4.37654 0.59080 4.63203
C -5.21056 1.54736 4.04529
C -4.67918 2.57678 3.26903
C -3.28833 2.64462 3.07612
C -2.46236 1.69764 3.67477
H -3.91570 -1.94321 4.10592
H -2.78636 -3.30681 4.05750
H -3.41289 -1.43387 1.65582
H -4.03294 -3.05693 1.92937
H -1.07606 -4.48834 0.51973
H -1.61236 -3.11692 -0.47585
H -2.68969 -6.28131 1.15673
H -4.83798 -7.40086 0.64373
H -6.57380 -6.22601 -0.71177
H -6.15667 -3.87893 -1.51809
H -4.03644 -2.73943 -0.98337
H -1.05331 -0.01776 5.19415
H -2.49198 -0.91715 5.83561
H -4.82536 -0.21387 5.24813
H -6.29301 1.46894 4.21864
H -5.34311 3.33128 2.81918
H -2.84886 3.45051 2.46229
H -1.35917 1.71107 3.51450
N 8.17933 -0.17947 1.11197
C 7.48215 0.79181 0.45758
O 7.96303 1.90059 0.17469
C 6.07286 0.43883 0.12882
C 5.50598 1.11467 -0.96867
C 4.21174 0.79991 -1.34218
N 3.45451 -0.11178 -0.69494
C 4.00421 -0.72223 0.38347
C 5.29509 -0.48677 0.82373
H 9.15415 0.00769 1.28931
H 7.81346 -1.12424 1.25227
H 6.05922 1.87777 -1.53511
H 3.76473 1.30991 -2.20191
H 3.40205 -1.47826 0.90665
H 5.64899 -1.01291 1.72983

M	1254.95	g/mol
electronic energy	-10712.371717	hartree
orbital gap	0.239	Ha
LUMO level	-0.9	eV

---

Entry 4:
ORCA calculation (ωB97M-V/def2-TZVPD) on a single C5H3F molecule in a non-equilibrium geometry.

Positions of all 9 atoms, in Å:
C 1.98720 -1.20545 -0.14880
C 1.13840 -0.38243 0.11090
C 0.01386 0.42183 0.33948
F 0.30556 1.75622 -0.20055
C -1.17300 -0.19471 -0.17042
C -2.34766 -0.81467 0.01062
H 2.82702 -1.74869 -0.21494
H -0.06542 0.30970 1.54097
H -3.22444 -1.31444 -0.37172

SMILES	C#CC(F)C#C
M	82.08	g/mol
electronic energy	-291.972750	hartree
orbital gap	0.377	Ha
LUMO level	0.1	eV

---

Entry 5:
ORCA calculation (ωB97M-V/def2-TZVPD) on 2 unconnected molecules or ions with the total composition C4H10O in a non-equilibrium geometry.

Positions of all 15 atoms, in Å:
C 0.22561 1.58527 -1.29034
C -0.08212 1.10132 0.09151
C 0.58053 0.09160 0.65425
C 0.36671 -0.73357 1.88670
H -0.16931 2.58066 -1.37016
H -0.13320 0.97897 -2.13048
H 1.29152 1.55744 -1.47950
H -0.79967 1.63648 0.79787
H 1.41890 -0.26503 -0.00828
H -0.68332 -1.12648 1.84389
H 1.07729 -1.55180 1.82881
H 0.34623 -0.21508 2.84101
O -0.89138 -2.14158 -1.18778
H -0.87384 -1.28439 -0.74070
H -1.67395 -2.21382 -1.73681

SMILES	C/C=C/C.O
M	74.12	g/mol
electronic energy	-233.599567	hartree
orbital gap	0.378	Ha
LUMO level	1.0	eV

---

Entry 6:
ORCA calculation (ωB97M-V/def2-TZVPD) on a molecular structure, C26H21I2N9O4S3Sm.

Positions of all 66 atoms, in Å:
Sm 0.66218 0.05457 0.44918
C -4.33166 -2.95206 1.36923
C -3.56495 -2.02013 2.22809
N -3.82888 -1.70675 3.45605
N -2.84099 -0.83065 3.80755
C -1.96403 -0.59609 2.84013
S -0.61140 0.43722 2.89181
N -2.42403 -1.35015 1.81586
N -1.78649 -1.40491 0.57315
H -5.15632 -3.35619 1.94984
H -3.71086 -3.78508 1.03406
H -4.73060 -2.43492 0.49543
H -2.81729 -0.44284 4.73769
H -1.86710 -2.35161 0.21286
H -2.25807 -0.75713 -0.06334
I -3.98071 1.59762 -0.81295
C -2.32347 2.81504 -0.50645
C -2.51110 4.20246 -0.33097
C -1.44371 5.02182 -0.09925
I -1.78435 7.06095 0.12525
C -0.13692 4.47198 0.00007
C 1.03455 5.22399 0.24855
C 2.24623 4.60322 0.35888
C 2.30752 3.20841 0.24771
N 1.25081 2.46381 0.00192
C 0.03182 3.08074 -0.15507
C -1.08148 2.24134 -0.45713
O -0.86830 0.93833 -0.66293
H -3.50969 4.61277 -0.38798
H 0.95794 6.29788 0.35698
H 3.14851 5.16474 0.55263
H 3.24876 2.68859 0.38698
S 2.93270 -0.28714 2.04372
C 4.35489 -0.37581 1.09436
N 5.45804 -0.89074 1.69593
C 6.66532 -1.05147 1.11231
C 6.84791 -0.68105 -0.18556
C 5.74896 -0.14227 -0.86878
C 4.53484 0.00715 -0.24765
H 5.33731 -1.18487 2.65900
H 7.43927 -1.48193 1.73073
H 7.80994 -0.80422 -0.65812
H 5.86077 0.15976 -1.90242
H 3.70278 0.43475 -0.79091
O 0.76621 -7.71542 3.11438
S 0.98561 -8.87928 2.27360
O -0.19817 -9.35851 1.58074
O 1.85694 -9.88668 2.82207
C 1.87332 -8.18262 0.84993
N 2.43534 -8.98685 -0.06536
C 2.87681 -8.41898 -1.17343
C 2.76121 -7.05399 -1.43548
C 2.21690 -6.31284 -0.40830
N 1.81684 -6.86043 0.72608
C 1.94432 -4.84723 -0.44944
C 1.22353 -4.30639 0.62106
C 0.91040 -2.97514 0.59517
N 1.24640 -2.14556 -0.40905
C 1.95351 -2.65997 -1.42217
C 2.32053 -3.99099 -1.47889
H 3.34046 -9.07763 -1.90084
H 3.06472 -6.63639 -2.38586
H 0.92710 -4.95933 1.43430
H 0.34894 -2.54962 1.42707
H 2.21245 -1.98337 -2.22862
H 2.88158 -4.34820 -2.33151

M	1023.88	g/mol
2S+1	6
total charge	+1
electronic energy	-4244.926600	hartree
<S²>	8.7602
orbital gap (alpha / beta)	0.175 / 0.182	Ha
LUMO level (alpha / beta)	-4.2 / -4.0	eV